Density functional theory data (ωB97M-V with the def2-TZVPD basis set) for C35H79Br4ClNO16S as an isolated structure in a non-equilibrium geometry.

Element x y z (Å)
C: -4.1529 -1.1720 2.8775
O: -3.1031 -1.8155 2.0918
C: -1.8808 -1.4262 2.7411
C: -0.5798 -2.2163 2.1651
C: 0.6804 -1.3007 2.3769
C: 1.3244 -0.4172 1.2303
C: 2.5295 0.2737 2.0962
C: 1.9098 1.5127 3.0890
C: 2.8797 1.8829 4.3917
O: 2.7014 2.7901 3.1093
C: 0.4101 0.6309 0.4861
C: -0.9109 0.0756 -0.2489
C: -2.2173 0.9482 0.1914
C: -3.3306 0.9255 -0.9864
C: -3.8593 -0.5685 -1.1894
O: -3.1254 -1.1628 -2.3058
C: -3.5448 -2.5376 -2.3197
O: -3.1978 -3.3742 -1.4728
O: 1.0230 1.5462 -0.4174
C: 2.1846 1.1394 -1.1675
C: 1.7442 1.5206 -2.6803
Br: 0.5466 3.1607 -2.4962
C: 0.7826 0.5481 -3.5154
C: 1.4691 0.2140 -4.9553
Br: -0.9831 1.3681 -4.0756
S: 3.3555 2.5968 -0.7267
C: 5.0061 2.2481 -0.0441
O: 3.6868 3.4875 -1.9218
O: 2.6897 3.5609 0.2505
C: 2.7768 -0.3106 -0.8859
C: 3.3678 -1.1441 -2.1375
C: 4.8901 -0.7441 -2.5439
C: 5.9704 -1.2462 -1.4297
Cl: 5.1562 0.9224 -3.1719
N: 2.1108 -1.1918 0.1644
C: 1.5300 -2.4737 -0.2627
Br: 0.2278 -2.8038 -1.7284
C: 1.9189 -3.7076 0.3507
C: 2.9403 -3.8899 1.5371
Br: 1.1400 -5.4636 -0.2187
H: -4.2983 -1.7087 3.8879
H: -5.1438 -1.1302 2.3259
H: -3.8683 -0.0925 3.1497
H: -1.6290 -0.3167 2.6645
H: -1.9225 -1.6638 3.8697
H: -0.7796 -2.6516 1.1400
H: -0.4799 -3.1235 2.8701
H: 1.5300 -1.9706 2.7803
H: 0.4064 -0.6721 3.3056
H: 3.0443 -0.4632 2.7894
H: 3.2771 0.8555 1.4998
H: 0.7326 1.5525 3.2660
H: 2.2404 2.2019 5.2675
H: 3.8888 1.3709 4.4463
H: -0.0633 1.2911 1.3111
H: -1.1897 -0.9961 -0.0512
H: -0.8908 0.1975 -1.3865
H: -1.8552 2.0215 0.2820
H: -2.7361 0.5329 1.1099
H: -2.9779 1.4241 -1.9430
H: -4.2016 1.5459 -0.5859
H: -3.5809 -1.1670 -0.2503
H: -4.9915 -0.6053 -1.2898
H: -4.2229 -2.8355 -3.1838
H: 2.5859 1.7702 -3.3949
H: 0.4965 -0.4429 -3.0701
H: 1.1038 -0.7647 -5.3967
H: 2.5966 0.0877 -4.7356
H: 1.3986 1.1037 -5.6685
H: 4.9643 2.1795 1.1053
H: 5.7380 3.0885 -0.2730
H: 5.5171 1.2796 -0.3873
H: 3.7913 -0.0480 -0.3848
H: 3.5736 -2.2509 -1.8689
H: 2.6899 -1.2084 -3.0379
H: 5.0983 -1.4522 -3.4309
H: 6.5513 -2.1518 -1.8237
H: 5.4113 -1.4603 -0.4629
H: 6.7235 -0.3884 -1.2833
H: 2.9275 -1.5175 0.7342
H: 3.4908 -4.8900 1.3802
H: 2.3350 -4.0599 2.5026
H: 3.7572 -3.1107 1.6412
C: 7.1113 5.3248 1.9354
O: 6.1191 4.6187 1.1980
H: 8.0919 4.9205 1.6821
H: 7.0788 6.3842 1.6746
H: 6.9336 5.1990 3.0042
H: 5.2624 4.9949 1.4395
C: -0.3891 -3.5024 5.8515
O: 0.3034 -2.3257 5.4486
H: 0.0932 -4.3673 5.3959
H: -0.3508 -3.5991 6.9387
H: -1.4289 -3.4521 5.5183
H: -0.1421 -1.5772 5.8645
C: -2.3407 -7.0726 1.2707
O: -2.7039 -5.9621 2.0814
H: -2.0959 -7.9158 1.9168
H: -3.1776 -7.3437 0.6237
H: -1.4675 -6.8144 0.6658
H: -2.9155 -5.2314 1.4865
C: -6.2696 -7.0699 1.2259
O: -5.5483 -8.2873 1.0937
H: -6.2981 -6.5702 0.2573
H: -7.2905 -7.2813 1.5535
H: -5.7706 -6.4229 1.9518
H: -5.5386 -8.7077 1.9619
C: -3.4524 2.4665 -7.1024
O: -2.7099 1.2623 -7.2259
H: -3.4803 2.9627 -8.0722
H: -4.4731 2.2406 -6.7828
H: -2.9709 3.1239 -6.3743
H: -2.7003 0.8432 -6.3555
C: -1.3782 5.5465 -5.2322
O: -0.2968 4.6578 -5.4677
H: -1.3328 6.3553 -5.9617
H: -2.3261 5.0148 -5.3417
H: -1.2998 5.9647 -4.2249
H: -0.3564 3.9498 -4.8107
C: -9.2860 -4.9847 0.1339
O: -8.8006 -4.2143 1.2247
H: -9.4736 -6.0020 0.4767
H: -10.2178 -4.5520 -0.2387
H: -8.5384 -5.0040 -0.6635
H: -8.6430 -3.3216 0.8955
C: 6.1549 8.5364 4.4195
O: 6.8745 7.3201 4.2656
H: 6.1367 9.0570 3.4622
H: 5.1301 8.3224 4.7337
H: 6.6486 9.1663 5.1634
H: 6.8761 6.8799 5.1242
C: -3.5844 6.1092 -2.2303
O: -3.4290 4.7913 -2.7392
H: -4.5682 6.4813 -2.5154
H: -3.5053 6.0964 -1.1403
H: -2.8157 6.7615 -2.6523
H: -2.5534 4.4840 -2.4750

Values from the calculation:
DFT total energy   -375329.5163 eV
Multiplicity   1
Total charge   +1
Lowest unoccupied orbital energy   -3.038 eV
Energy relative to the best compared isomer or geometry (same formula, charge and spin)   838.2 kJ/mol